(1)
This record from OMol25 describes a 2-piece molecular cluster, C6H14NO overall at a distorted geometry. The level of theory is wB97M-V/def2-TZVPD.

Positions of all 22 atoms, in Å:
C 0.56076 2.35603 -1.11099
O 1.15512 1.38553 -0.21252
C -0.61042 1.73213 -1.74226
C -1.85995 2.33867 -1.85143
H 1.34148 2.63789 -1.83536
H 0.28622 3.29342 -0.61729
H 0.78979 1.63984 0.64704
H -0.42597 0.77634 -2.22647
H -2.66304 1.82605 -2.37744
H -2.11732 3.25912 -1.33122
C -0.58985 -1.53154 2.33824
C -0.12922 -2.38697 1.15587
C 1.36824 -1.40689 -0.51521
N 1.15515 -1.92192 0.63001
H 0.09928 -1.62042 3.18221
H -0.67673 -0.49566 2.01082
H -1.56971 -1.85658 2.67498
H -0.07603 -3.44132 1.42849
H -0.87297 -2.29266 0.35999
H 2.36195 -1.00969 -0.67693
H 0.60824 -1.50810 -1.27818
H 1.86497 -1.77325 1.34764

Cartesian forces (eV/Å) of the 6 atoms listed first:
0.718 0.159 0.477
-0.977 0.761 -0.336
1.073 0.057 -0.637
-1.133 -0.135 0.220
-0.312 -0.127 -0.270
0.105 -0.117 0.209

Its multiplicity is 2. The expectation value of S² is 0.753. Its charge is +2.

(2)
This record from OMol25 describes a 2-piece molecular cluster, C6H14NO2 overall at a distorted geometry. The level of theory is wB97M-V/def2-TZVPD.

Positions of all 23 atoms, in Å:
C -1.85453 0.16745 -1.76742
C -1.74265 1.56889 -1.19210
C 0.88724 -2.12093 -0.78974
C -0.02828 1.35462 1.81747
C 1.48335 -1.77066 0.53349
C 0.75756 0.51894 0.88759
N 0.65579 -0.75678 1.10205
O -0.89656 0.60005 -0.80426
O 1.73182 1.05529 0.15634
H -2.49555 -0.60865 -1.38460
H -1.63351 0.17726 -2.84471
H -2.41063 1.94636 -0.42637
H -0.22474 -1.85063 -0.88636
H 1.19844 -1.32170 -1.47254
H 1.19627 -3.00154 -1.33621
H -1.14497 1.01992 1.87751
H 0.33550 1.10187 2.80378
H -0.26068 2.46326 1.57426
H 2.52146 -1.34147 0.44063
H 1.58610 -2.58290 1.31804
H 1.90704 2.00553 0.51443
H -0.04377 -1.00281 1.75181
H -1.52467 2.37862 -1.87307

Cartesian forces (eV/Å) of the 6 atoms listed first:
-0.460 -0.088 -1.462
-2.071 1.501 0.374
-1.094 1.401 -2.222
-2.700 0.700 -0.482
1.262 -0.623 1.532
-1.992 4.331 0.629

Its multiplicity is 3. The expectation value of S² is 2.006. Its charge is +1.

(3)
This record from OMol25 describes a 2-piece molecular cluster, C6H14NO2P overall at a distorted geometry. The level of theory is wB97M-V/def2-TZVPD.

Positions of all 24 atoms, in Å:
C -4.06930 -1.08755 0.28581
C -3.50816 -0.40949 -0.63160
C 2.52861 -1.80765 0.19206
C 0.01961 2.15746 1.18106
C 0.87137 1.85088 -1.12649
C 1.12714 -2.28431 -0.26459
N 0.51775 1.22992 0.19474
O -0.47329 -0.72181 1.58023
O 0.42480 -1.19376 -0.78313
P -0.47170 -0.25824 0.17750
H -4.98279 -1.53782 0.51689
H -3.31126 -1.42867 1.03671
H -3.54470 0.28204 -1.41840
H 2.85287 -0.83756 -0.42829
H 2.46741 -1.57843 1.24206
H 3.09495 -2.79768 0.24710
H -0.97274 2.49556 0.86404
H -0.09688 1.87648 2.18092
H 0.68087 2.95109 1.09600
H 0.09156 2.44102 -1.62022
H 1.60551 2.55361 -0.93343
H 1.27871 1.02693 -1.74693
H 0.46179 -2.72875 0.45156
H 1.13456 -2.97110 -1.09326

Cartesian forces (eV/Å) of the 6 atoms listed first:
2.390 -1.097 1.733
-0.307 0.746 -0.435
-0.474 -0.866 -0.422
-1.487 0.408 -2.038
-1.185 -2.048 0.660
0.615 0.192 -0.369

Its multiplicity is 3. The expectation value of S² is 2.017.

(4)
This record from OMol25 describes a 2-piece molecular cluster, C6H14NO2S overall at a distorted geometry. The level of theory is wB97M-V/def2-TZVPD.

Positions of all 24 atoms, in Å:
C 0.78345 -0.09964 0.85471
C -1.48479 0.77218 1.14733
C 0.32179 1.79421 -0.19899
C 2.28069 -0.89863 -0.68003
C -0.87199 -0.19607 -0.97314
C -1.35508 -1.52516 -0.44672
N -0.38365 0.59743 0.16864
O 0.92157 -0.03039 2.02869
O -0.39864 -2.02412 0.39533
S 3.81655 -0.32194 -0.06038
H -1.16926 1.42284 2.00396
H -2.43997 1.25253 0.57732
H -1.77286 -0.08745 1.67218
H -0.41260 2.64075 -0.45041
H 1.02726 2.08504 0.64541
H 0.77097 1.60609 -1.10241
H 1.93651 -0.29270 -1.46309
H 1.98692 -1.84314 -0.59911
H -1.56520 0.43393 -1.42575
H -0.10413 -0.37068 -1.67563
H -2.34813 -1.39715 0.01666
H -1.49658 -2.12449 -1.33669
H -0.83883 -2.74290 0.79321
H 4.08578 -1.38792 0.83031

Cartesian forces (eV/Å) of the 6 atoms listed first:
2.883 -2.057 -0.185
-1.986 3.790 -0.349
-1.463 3.829 1.419
0.607 5.032 3.325
0.543 -0.516 1.277
-1.915 1.250 -1.793

Its charge is +1.

(5)
This record from OMol25 describes a 2-piece molecular cluster, C6H14NO4S overall at a distorted geometry. The level of theory is wB97M-V/def2-TZVPD.

Positions of all 26 atoms, in Å:
C 3.46867 0.42758 0.00641
N 2.52851 -0.04410 -1.01587
C 1.44679 -0.89526 -0.49177
C 0.11580 -0.08311 -0.40953
C -0.73974 -0.36787 0.88973
C -1.73264 0.83763 0.99972
C -2.22991 1.30867 -0.41148
O -2.45461 0.23464 -1.33265
S -1.01710 -0.44740 -1.80715
O -1.28914 -1.90476 -1.85645
O -0.52753 0.07810 -3.09685
H 3.48270 1.53300 0.11526
H 3.27931 0.02211 1.01044
H 4.50092 0.15741 -0.29239
H 2.17434 0.72774 -1.55604
H 1.37124 -1.77817 -1.14738
H 1.66604 -1.27881 0.51716
H 0.38568 0.98821 -0.37333
H -0.11600 -0.48609 1.77652
H -1.36510 -1.24542 0.69038
H -1.14158 1.67459 1.42486
H -2.58775 0.57974 1.63390
H -3.13865 1.91066 -0.25509
H -1.48612 1.99350 -0.86465
O -1.99111 -1.61719 3.04714
H -2.60303 -2.32540 2.79908

Cartesian forces (eV/Å) of the 6 atoms listed first:
0.738 0.622 -0.345
0.441 -0.469 1.101
-0.557 0.300 -1.042
-0.299 -0.410 1.300
-1.068 0.816 -1.830
0.598 -0.209 -0.509

Its charge is -1.

(6)
This record from OMol25 describes C6H14NO7 as an isolated structure at a distorted geometry. The level of theory is wB97M-V/def2-TZVPD.

Positions of all 28 atoms, in Å:
C 0.18389 0.45897 -1.02688
C 0.92362 0.75241 1.16425
C 0.85205 1.84434 -0.90267
C 1.04962 2.14895 0.59540
C -1.31833 -2.51432 2.44874
C -0.49759 -1.18191 0.68253
N 0.27244 -0.16364 0.25437
O 0.04956 2.87400 -1.37849
O 1.99787 1.84224 -1.64350
O 2.33771 2.57704 0.93308
O 0.01678 2.86166 1.18268
O -1.57848 -1.45604 -2.56924
O -1.26084 -1.75957 -0.08852
O -0.41012 -1.48826 1.94174
H -0.87702 0.65490 -1.34999
H 0.63793 -0.18230 -1.80642
H 1.92617 0.28425 1.39568
H 0.21397 0.95720 2.00780
H -1.12250 -2.45594 3.49551
H -0.92310 -3.52751 2.25108
H -2.25892 -2.21791 2.10683
H -1.17469 -2.04269 -3.21456
H 0.06735 3.06637 -2.32635
H 2.65587 2.26303 -1.04329
H 2.48228 2.73605 1.87772
H -0.38710 3.53725 0.65108
H -2.51939 -1.27529 -2.78736
H -1.35429 -1.76274 -1.29923

Cartesian forces (eV/Å) of the 6 atoms listed first:
-1.699 -0.031 -1.780
0.311 -1.303 2.836
-0.184 1.068 -1.612
-0.098 -1.886 0.948
2.572 -0.504 0.415
2.154 2.579 -0.124

Its charge is +1.

(7)
This record from OMol25 describes an isolated ion of composition C6H14NS and charge -1 at a distorted geometry. The level of theory is wB97M-V/def2-TZVPD.

Positions of all 22 atoms, in Å:
C -0.52133 -3.73592 -0.21301
C -1.06239 -2.45625 -0.93038
N -0.23483 -1.25333 -1.00156
C 1.16902 -1.59054 -1.19237
C -0.41231 -0.46624 0.23016
C 0.21622 0.95722 0.01246
C -0.42254 2.07332 0.80652
S 0.61075 3.53732 1.17875
H 0.40747 -3.58850 0.32792
H -1.29765 -4.09814 0.45450
H -0.20470 -4.46266 -0.94864
H -1.23682 -2.80061 -1.96254
H -2.09408 -2.28046 -0.63794
H 1.63815 -0.85364 -1.83685
H 1.68186 -1.83795 -0.25288
H 1.29363 -2.50733 -1.78967
H -0.03468 -0.99448 1.10762
H -1.47065 -0.17814 0.26585
H 0.08389 1.14509 -1.05668
H 1.28433 0.90452 0.25357
H -0.76422 1.71876 1.77566
H -1.31809 2.43011 0.26973

Cartesian forces (eV/Å) of the 6 atoms listed first:
0.091 0.849 -0.001
0.199 -1.248 -1.485
-0.549 -0.843 1.079
-0.162 -0.850 -0.866
-0.208 2.169 -1.514
0.643 -1.150 0.237

Its charge is -1.

(8)
This record from OMol25 describes one molecule with the formula C6H14NS at a distorted geometry. The level of theory is wB97M-V/def2-TZVPD.

Positions of all 22 atoms, in Å:
C -1.08451 -1.58888 -0.50763
C -1.38051 -0.36403 -1.12037
C 0.02588 -3.77595 -0.56481
N -0.09447 -2.53462 -0.92523
H -1.60142 -1.99538 0.37628
H -1.30907 -0.19536 -2.20337
H -2.04456 0.36755 -0.62587
H 0.97178 -4.29813 -0.81339
H -0.77107 -4.31780 -0.04126
H 0.80582 -2.13269 -1.14159
C -0.14783 1.29397 2.46384
C 0.23240 1.97364 1.15225
S 0.54915 0.48844 -0.45112
C 1.33528 1.91854 -1.36192
H 0.13447 1.86751 3.34869
H 0.33217 0.32278 2.56020
H -1.21251 1.07494 2.52933
H 1.24226 2.42489 1.20013
H -0.46914 2.65603 0.68096
H 0.55733 2.63300 -1.72648
H 1.87085 2.51204 -0.67962
H 2.05770 1.66952 -2.14900

Cartesian forces (eV/Å) of the 6 atoms listed first:
-1.264 -0.735 -0.303
-1.731 -2.855 0.394
0.462 -4.491 1.267
-0.494 4.664 -1.228
0.137 0.823 -0.166
0.658 0.013 0.572

Its multiplicity is 2. The expectation value of S² is 0.783.

(9)
This record from OMol25 describes one molecule with the formula C6H14O at a distorted geometry. The level of theory is wB97M-V/def2-TZVPD.

Positions of all 21 atoms, in Å:
C 2.32111 -1.40778 -0.53858
O 1.85049 -0.58685 0.50849
C 1.01103 0.50849 0.17935
C -0.60467 0.35726 0.16965
C -1.16759 1.77975 0.36374
C -1.22960 -0.19152 -1.15147
C -0.88900 -0.58684 1.30675
H 3.02713 -0.87649 -1.19521
H 1.49351 -1.79508 -1.14355
H 2.84857 -2.25777 -0.08567
H 0.99230 0.79611 -0.85212
H 1.30417 1.27618 0.91566
H -0.82528 2.20414 1.31212
H -2.26665 1.80444 0.36649
H -0.84929 2.46168 -0.44012
H -0.88164 -1.20108 -1.39577
H -1.05421 0.44604 -2.03241
H -2.32760 -0.26169 -1.05681
H -0.21899 -1.44287 1.17513
H -1.92203 -0.93475 1.35298
H -0.61177 -0.09139 2.24137

Cartesian forces (eV/Å) of the 6 atoms listed first:
-0.110 -0.067 -0.197
-0.507 0.085 -0.060
-1.560 -0.026 -0.150
0.301 -0.149 0.218
0.115 -0.033 0.140
0.249 -0.070 0.115

(10)
This record from OMol25 describes a 2-piece molecular cluster, C6H14O overall at a distorted geometry. The level of theory is wB97M-V/def2-TZVPD.

Positions of all 21 atoms, in Å:
C 1.36745 -2.81695 -2.52615
C 1.42127 -1.36742 -2.78936
C 0.64352 -0.40411 -2.26004
C 1.00298 1.09700 -2.59874
C -0.47376 -0.61399 -1.29764
C 0.00000 0.00000 0.00000
H 0.88529 -3.15928 -1.59506
H 2.43201 -3.10414 -2.49724
H 0.88841 -3.32730 -3.37861
H 2.18750 -1.08814 -3.52456
H 1.74086 1.17656 -3.41471
H 1.37784 1.66245 -1.72905
H 0.05682 1.55399 -2.93423
H -0.81408 -1.66345 -1.20658
H -1.34786 -0.00090 -1.59011
H 0.01596 1.09918 -0.09030
H 1.02223 -0.34961 0.22235
H -0.65671 -0.27428 0.84268
O 2.42814 2.90841 1.20529
H 1.86476 2.83095 2.00834
H 1.85692 3.36125 0.54431

Cartesian forces (eV/Å) of the 6 atoms listed first:
0.362 -0.890 -0.153
-0.847 1.400 0.225
1.653 0.724 -1.536
-0.893 -1.134 -0.003
-0.433 0.439 -0.114
0.054 -0.093 1.248

(11)
This record from OMol25 describes a 2-piece molecular cluster, C6H14O overall at a distorted geometry. The level of theory is wB97M-V/def2-TZVPD.

Positions of all 21 atoms, in Å:
C 0.72018 -2.43517 0.74852
C 0.69336 -0.96790 0.36277
C 0.60662 -0.44091 -0.86971
C 0.75466 1.06218 -1.06632
C 0.58358 1.46081 -2.53353
C 1.71956 0.89386 -3.43266
H -0.28331 -2.85787 0.80147
H 1.26270 -3.00865 0.00012
H 1.22174 -2.52550 1.70969
H 0.22352 -0.23519 1.02827
H 0.28274 -1.04045 -1.72362
H 1.73018 1.30765 -0.64381
H -0.04706 1.55157 -0.50660
H 0.60547 2.53750 -2.72243
H -0.36075 1.02050 -2.85390
H 1.74120 1.27922 -4.44597
H 2.67634 1.10936 -2.95496
H 1.58838 -0.18769 -3.39238
O -4.03732 0.41461 5.74032
H -4.68593 0.51236 5.02833
H -4.11519 -0.51670 5.92330

Cartesian forces (eV/Å) of the 6 atoms listed first:
-0.064 0.790 -0.446
-1.845 0.069 -0.859
-0.124 -0.272 0.293
-0.732 -0.465 -0.330
1.145 -0.106 -0.754
-0.474 -0.384 1.298

(12)
This record from OMol25 describes a 2-piece molecular cluster, C6H14O overall. The level of theory is wB97M-V/def2-TZVPD.

Positions of all 21 atoms, in Å:
C 0.19523 0.93166 -3.19574
C 0.53857 0.21100 -2.13103
C 1.03879 0.79878 -0.83320
C 0.89833 -0.08111 0.41498
C -0.46250 -0.13737 1.09821
O -0.28000 -0.92345 2.25570
C -1.43351 -1.07466 3.03837
H 0.19020 2.02079 -3.16449
H -0.08736 0.47154 -4.13878
H 0.53008 -0.87816 -2.20127
H 2.11347 0.98057 -0.96779
H 0.58826 1.78793 -0.67144
H 1.60754 0.27016 1.17295
H 1.19486 -1.10996 0.17463
H -0.81102 0.87526 1.37068
H -1.23557 -0.58155 0.44627
H -1.81074 -0.10807 3.40901
H -1.15871 -1.69466 3.89669
H -2.24353 -1.57602 2.48546
H -2.18537 1.85647 -1.26619
H -1.69427 1.31021 -1.36410

Cartesian forces (eV/Å) of the 6 atoms listed first:
0.053 -0.118 0.127
0.005 0.079 -0.163
0.035 0.057 0.019
0.058 -0.048 0.038
0.001 0.145 -0.260
0.064 -0.028 -0.018

Short version: ΔE to the lowest compared entry with this formula, charge and spin = 1.145, 1.124, 1.270, 3.788, 3.302, 0.000, 1.125, 4.133, 1.355, 1.140, 1.878, 2.492 eV, in the order given.
Short version: DFT total energy = -366.2292, -441.6765, -783.4245, -840.0370, -990.8547, -818.1997, -689.9340, -689.7253, -312.2052, -312.2132, -312.1860, -312.1634 Ha, in the order given.